Entry one
The following is a DFT calculation (ωB97M-V/def2-TZVPD) of C5H9NS2 in the gas phase.

Results
Frontier orbital gap (Ha): 0.308

```
! RIJCOSX wB97M-V def2-TZVPD def2/J DEFGRID3
* xyz 0 1
C -2.04 0.09 -0.06
C 0.27 1.49 0.64
C 0.67 0.15 0.14
C 0.57 -0.05 -1.34
C 1.60 -0.78 0.79
N -0.55 0.31 0.86
S -2.98 1.32 -0.40
S -2.17 -1.63 -0.02
H 0.82 1.84 1.56
H -0.11 2.28 -0.08
H 0.85 -1.02 -1.72
H 1.30 0.60 -1.81
H -0.39 0.14 -1.72
H 2.72 -0.78 0.70
H 1.27 -1.71 0.46
H 1.68 -0.78 1.87
H -3.51 -1.47 0.11
*
```

Here are the Löwdin charges for atoms 1 to 8, given in e: -1.201, -0.099, -0.608, -0.045, -0.044, -0.068, 0.699, 0.785

=====

Entry two
The following is a DFT calculation (ωB97M-V/def2-TZVPD) of a molecular structure, C5H9NS2.

Results
Frontier orbital gap (Ha): 0.325

```
! RIJCOSX wB97M-V def2-TZVPD def2/J DEFGRID3
* xyz 0 1
C -2.18 1.54 -0.01
C -0.72 -0.45 0.00
C 0.72 -1.05 0.02
C 1.59 -0.60 1.15
C 1.53 -0.61 -1.20
H -2.68 1.41 0.97
H -2.06 2.51 -0.35
H -2.75 0.99 -0.75
H -0.02 1.34 0.23
H 0.56 -2.18 0.08
H 1.20 0.12 1.93
H 2.14 -1.41 1.60
H 2.00 -1.44 -1.75
H 0.92 0.09 -1.83
N -0.86 0.87 -0.02
S -2.07 -1.37 -0.01
S 2.69 0.25 -0.03
*
```

Here are the Löwdin charges for atoms 1 to 8, given in e: -0.089, -0.825, -0.472, -0.436, -0.389, 0.093, 0.056, 0.043

=====

Winner for stability: entry two

=====

Entry one
The following is a DFT calculation (ωB97M-V/def2-TZVPD) of a gas-phase ion, C2H2NOS2 (charge -1).

Results
Frontier orbital gap (Ha): 0.256

```
! RIJCOSX wB97M-V def2-TZVPD def2/J DEFGRID3
* xyz -1 1
C -1.10 -1.34 -0.10
C 1.82 0.76 -0.39
N -1.84 -0.29 0.31
O 1.36 1.75 -0.85
S 3.14 0.26 0.42
S 0.59 -1.02 -0.61
H -2.73 -0.54 0.80
H -1.24 0.43 0.42
*
```

Löwdin atomic charges, in units of e: -0.600, -1.262, -0.086, -0.109, 0.441, 0.527, 0.087, 0.003

=====

Entry two
The following is a DFT calculation (ωB97M-V/def2-TZVPD) of a gas-phase ion, C2H2NOS2 (charge -1).

Results
Frontier orbital gap (spin up / spin down) (Ha): 0.262 / 0.262

```
! RIJCOSX wB97M-V def2-TZVPD def2/J DEFGRID3
* xyz -1 1
C 0.15 0.26 0.33
C -1.24 0.10 -0.08
N 1.14 -0.42 -0.20
O -2.18 0.72 0.39
S -1.36 -1.08 -1.34
S 0.57 1.79 1.77
H 0.82 -1.09 -0.92
H 2.09 -0.27 0.06
*
```

Löwdin atomic charges, in units of e: -0.556, -1.029, 0.058, -0.080, 0.455, 0.044, 0.011, 0.097

=====

Winner for stability: entry two

=====

Entry one
The following is a DFT calculation (ωB97M-V/def2-TZVPD) of a gas-phase ion, C4H10NOS (charge -1).

Results
Frontier orbital gap (Ha): 0.230

```
! RIJCOSX wB97M-V def2-TZVPD def2/J DEFGRID3
* xyz -1 1
C -2.02 -1.78 -0.64
N -0.76 -1.37 -1.33
C 0.12 -0.57 -0.44
C -0.64 0.40 0.49
S -0.11 1.41 1.85
C 1.31 0.24 -1.30
O 2.45 0.33 -0.39
H -2.30 -2.76 -0.97
H -2.77 -0.95 -0.84
H -1.68 -1.81 0.28
H -0.98 -0.72 -2.03
H 0.56 -1.34 0.24
H -1.15 1.10 -0.28
H -1.42 -0.16 1.03
H 1.95 0.29 0.42
H 1.05 1.28 -1.50
H 1.56 -0.28 -2.19
*
```

Here are the Löwdin charges for atoms 1 to 8, given in e: -0.114, -0.105, -0.378, -0.839, 0.149, -0.169, -0.131, 0.059

=====

Entry two
The following is a DFT calculation (ωB97M-V/def2-TZVPD) of a gas-phase ion, C4H10NOS (charge -1).

Results
Frontier orbital gap (Ha): 0.218

```
! RIJCOSX wB97M-V def2-TZVPD def2/J DEFGRID3
* xyz -1 1
C 0.67 1.32 0.91
C 0.26 0.52 -0.29
C 0.82 -0.90 -0.11
S 2.63 -0.99 -0.23
N -1.21 0.64 -0.47
C -1.97 -0.73 -0.35
O -1.87 -1.54 0.66
H 1.75 1.44 1.02
H 0.38 0.90 1.88
H 0.15 2.28 0.94
H 0.75 0.95 -1.23
H 0.41 -1.65 -0.77
H 0.64 -1.16 0.94
H 2.63 -0.60 -1.53
H -1.50 1.08 0.41
H -1.52 -1.23 -1.29
H -3.02 -0.33 -0.50
*
```

Here are the Löwdin charges for atoms 1 to 8, given in e: -0.130, -0.498, -0.565, 0.648, -0.046, -0.592, -0.302, 0.045

=====

Entry three
The following is a DFT calculation (ωB97M-V/def2-TZVPD) of a gas-phase ion, C4H10NOS (charge -1).

Results
Frontier orbital gap (Ha): 0.198

```
! RIJCOSX wB97M-V def2-TZVPD def2/J DEFGRID3
* xyz -1 1
C 0.78 1.25 0.55
C -0.28 0.09 0.81
C 0.39 -1.25 0.67
S 2.15 -1.15 1.24
N -1.36 0.10 -0.12
C -1.18 0.12 -1.62
O -2.24 -0.41 -2.23
H 1.74 1.15 1.02
H 0.85 1.38 -0.53
H 0.37 2.15 1.05
H -0.75 0.14 1.80
H 0.06 -2.01 1.39
H 0.37 -1.55 -0.36
H 2.92 -0.83 0.21
H -2.38 0.05 -0.03
H -1.08 1.16 -1.75
H -0.36 -0.40 -2.10
*
```

Here are the Löwdin charges for atoms 1 to 8, given in e: -0.115, -0.489, -0.461, 0.643, -0.054, -0.586, -0.345, -0.020

=====

Winner for stability: entry two

=====

Entry one
The following is a DFT calculation (ωB97M-V/def2-TZVPD) of 2 unconnected molecules or ions with the total composition C2H6Se.

Results
Frontier orbital gap (spin up / spin down) (Ha): 0.302 / 0.298

```
! RIJCOSX wB97M-V def2-TZVPD def2/J DEFGRID3
* xyz 0 1
C 1.26 -0.71 -0.17
C -0.68 1.00 -0.20
Se -2.17 -0.05 -0.02
H 0.83 -1.15 -0.93
H 2.06 -0.03 -0.33
H 1.08 -0.90 0.86
H -0.33 1.40 -1.09
H -0.44 1.42 0.80
H -1.61 -0.98 1.08
*
```

Here are the Löwdin charges for atoms 1 to 8, given in e: 0.075, -0.545, 0.686, -0.063, -0.001, -0.010, -0.030, 0.002

=====

Entry two
The following is a DFT calculation (ωB97M-V/def2-TZVPD) of 2 unconnected molecules or ions with the total composition C2H6Se.

Results
Frontier orbital gap (Ha): 0.316

```
! RIJCOSX wB97M-V def2-TZVPD def2/J DEFGRID3
* xyz 0 1
C -0.64 -0.15 -0.50
C 0.76 0.26 -0.09
Se 1.92 -1.12 0.60
H -0.53 -0.85 -1.35
H -1.06 -0.72 0.44
H -1.25 0.68 -0.93
H 1.01 1.64 1.18
H 1.22 0.66 -0.89
H 1.16 -1.57 1.60
*
```

Here are the Löwdin charges for atoms 1 to 8, given in e: -0.224, -0.658, 0.765, 0.073, 0.102, 0.077, 0.173, -0.048

=====

Winner for stability: entry two

=====

Entry one
The following is a DFT calculation (ωB97M-V/def2-TZVPD) of C4H3NOS in the gas phase.

Results
Frontier orbital gap (Ha): 0.306

```
! RIJCOSX wB97M-V def2-TZVPD def2/J DEFGRID3
* xyz 0 1
C 2.03 -0.79 1.47
C 1.06 -0.27 0.51
C -1.64 0.13 -1.07
C -0.55 0.81 -0.88
N 0.62 0.39 -0.45
O 3.12 -1.14 1.69
S 0.42 -0.86 2.15
H -2.52 0.67 -1.47
H -1.90 -0.81 -0.79
H -0.64 1.88 -1.15
*
```

Here are the Löwdin charges for atoms 1 to 8, given in e: -0.728, -0.382, 0.029, -0.281, 0.074, 0.106, 0.963, 0.075

=====

Entry two
The following is a DFT calculation (ωB97M-V/def2-TZVPD) of C4H3NOS in the gas phase.

Results
Frontier orbital gap (Ha): 0.278

```
! RIJCOSX wB97M-V def2-TZVPD def2/J DEFGRID3
* xyz 0 1
C 1.62 1.72 -0.25
C 0.37 1.78 0.12
C 0.56 -1.08 -0.13
C -0.72 -1.32 -0.08
N 2.54 0.66 -0.15
O -0.74 1.81 0.44
S 2.12 -0.79 0.22
H 2.26 2.71 -0.25
H -1.21 -1.74 -1.02
H -1.32 -1.34 0.72
*
```

Here are the Löwdin charges for atoms 1 to 8, given in e: -0.262, -0.236, -0.442, -0.036, -0.433, 0.173, 0.965, 0.153

=====

Winner for stability: entry one